(1)
DFT (ωB97M-V/def2-TZVPD) results for a structure of composition C44H53ClN9O5S3SeSiTi.

Cartesian coordinates (Å):
Ti 2.405 0.815 0.026
C 1.795 2.949 -0.142
Si 0.122 3.615 -0.680
C -0.830 2.574 -1.908
N -1.140 1.185 -1.577
C -1.664 0.443 -2.777
C -3.122 0.711 -3.048
C -3.935 0.133 -1.857
C -3.068 0.034 -0.561
C -2.104 1.182 -0.532
C -0.760 4.339 0.879
C 0.038 4.935 1.882
C -0.487 5.461 3.110
C -1.836 5.394 3.386
C -2.642 4.770 2.393
C -2.129 4.244 1.214
C 0.396 5.279 -1.661
C -0.742 5.928 -2.085
C -0.664 7.205 -2.657
C 0.583 7.770 -2.885
C 1.749 7.149 -2.342
C 1.635 5.896 -1.754
H 2.231 3.525 0.654
H 2.423 3.147 -1.069
H -0.294 2.589 -2.813
H -1.786 3.183 -2.034
H -1.572 -0.687 -2.561
H -1.003 0.628 -3.601
H -3.423 0.259 -3.999
H -3.371 1.782 -3.191
H -4.197 -0.887 -2.216
H -4.816 0.735 -1.721
H -2.621 -0.890 -0.471
H -3.692 0.134 0.381
H -1.683 1.168 0.470
H -2.752 2.026 -0.701
H 1.077 5.023 1.722
H 0.233 5.861 3.767
H -2.281 5.863 4.213
H -3.674 4.734 2.651
H -2.837 3.747 0.494
H -1.721 5.493 -1.946
H -1.506 7.636 -3.064
H 0.661 8.729 -3.454
H 2.667 7.628 -2.629
H 2.526 5.416 -1.443
O 1.388 -0.136 -2.637
N 1.700 0.271 -1.575
N -4.313 -9.560 -1.248
C -3.871 -8.209 -1.245
C -3.382 -7.575 -0.098
C -3.118 -6.230 -0.146
C -3.270 -5.508 -1.310
C -3.596 -6.160 -2.469
C -3.918 -7.526 -2.430
S -3.074 -3.733 -1.181
O -3.665 -3.387 0.080
O -3.687 -3.201 -2.377
N -1.503 -3.478 -1.053
C -0.769 -3.386 -2.162
S -1.343 -3.548 -3.868
C 0.316 -3.303 -4.359
C 1.103 -3.051 -3.295
N 0.538 -3.127 -2.041
H -3.997 -10.102 -0.432
H -4.213 -10.058 -2.095
H -3.313 -8.168 0.849
H -2.706 -5.674 0.701
H -3.821 -5.652 -3.432
H -4.245 -7.971 -3.331
H 0.650 -3.397 -5.366
H 2.193 -2.758 -3.453
Se 3.880 1.538 2.345
C 3.892 0.010 3.349
N 3.844 -0.896 4.081
S 3.081 -1.632 0.472
C 1.805 -2.345 1.331
N 1.786 -2.579 2.653
C 0.495 -3.003 3.082
C -0.221 -3.295 1.744
N 0.643 -2.702 0.763
H 2.531 -2.352 3.267
H 0.059 -2.225 3.643
H 0.575 -3.939 3.568
H -1.197 -2.774 1.630
H -0.368 -4.390 1.574
H 0.518 -2.724 -0.275
Cl 7.710 -3.520 -2.333
C 6.653 -2.215 -1.742
C 5.654 -1.890 -2.660
C 4.921 -0.723 -2.428
C 5.155 0.068 -1.255
C 4.246 1.210 -1.024
C 6.116 -0.362 -0.352
C 6.895 -1.468 -0.604
H 5.546 -2.443 -3.585
H 4.170 -0.451 -3.087
H 3.963 1.702 -1.935
H 4.587 1.940 -0.230
H 6.278 0.247 0.531
H 7.785 -1.672 -0.056
O -0.997 -0.386 2.393
C 0.197 0.248 2.423
O 0.808 0.427 1.400
C 0.597 0.719 3.781
N -0.090 0.012 4.890
C -0.596 1.058 5.860
C 0.139 2.307 5.412
C 0.302 2.224 3.890
H 1.663 0.594 3.900
H 0.410 -0.782 5.262
H -1.194 -0.428 3.346
H -0.366 0.716 6.900
H -1.667 1.077 5.714
H 1.129 2.255 5.829
H -0.280 3.203 5.825
H 1.184 2.746 3.488
H -0.511 2.667 3.333

As for the spin multiplicity: 3. The HOMO-LUMO gap (alpha / beta) is 7.06 / 6.35 eV. As for the LUMO energy (alpha / beta): 2.1 / 1.4 eV. As for the expectation value of S²: 2.02. The total charge is -1.

(2)
DFT (ωB97M-V/def2-TZVPD) results for a structure of composition C44H54LiN5OP2STe.

Cartesian coordinates (Å):
Li 0.327 -0.692 -0.863
Te 0.708 -0.513 3.132
C -1.270 -1.009 3.713
C -1.416 -2.107 4.561
C -2.665 -2.415 5.079
N -3.770 -1.724 4.808
C -3.624 -0.662 4.018
C -2.414 -0.257 3.471
C 0.749 0.217 1.110
P 2.491 0.427 0.661
C 3.458 0.720 2.200
C 3.442 2.023 2.702
C 4.100 2.339 3.880
C 4.801 1.358 4.568
C 4.834 0.062 4.073
C 4.162 -0.257 2.901
C 3.100 -1.246 0.191
C 2.285 -2.371 0.114
C 2.773 -3.562 -0.418
C 4.081 -3.650 -0.864
C 4.910 -2.537 -0.773
C 4.418 -1.350 -0.259
P -0.039 1.726 0.556
C 0.032 3.069 1.805
C -0.464 2.988 3.107
C -0.276 4.029 4.003
C 0.401 5.177 3.608
C 0.882 5.282 2.312
C 0.697 4.233 1.420
C -1.840 1.402 0.470
C -2.719 2.487 0.486
C -4.076 2.316 0.259
C -4.586 1.055 -0.016
C -3.722 -0.031 -0.050
C -2.365 0.136 0.200
H -0.568 -2.733 4.814
H -2.783 -3.273 5.734
H -4.523 -0.089 3.810
H -2.397 0.629 2.851
H 2.892 2.793 2.174
H 4.063 3.353 4.260
H 5.318 1.601 5.488
H 5.374 -0.710 4.608
H 4.173 -1.278 2.541
H 1.268 -2.325 0.497
H 2.131 -4.434 -0.473
H 4.458 -4.579 -1.274
H 5.937 -2.595 -1.112
H 5.064 -0.478 -0.213
H -0.993 2.103 3.435
H -0.656 3.944 5.013
H 0.546 5.989 4.310
H 1.397 6.180 1.993
H 1.070 4.312 0.405
H -2.333 3.481 0.680
H -4.736 3.175 0.294
H -5.646 0.917 -0.192
H -4.116 -1.020 -0.243
H -1.734 -0.750 0.253
C -2.713 -3.339 1.363
N -1.412 -3.493 0.727
C -0.504 -4.175 1.633
C -1.561 -4.200 -0.537
C -1.952 -3.272 -1.672
N -0.885 -2.396 -2.162
C 0.130 -3.176 -2.861
C -1.476 -1.445 -3.099
H -3.123 -4.314 1.677
H -3.422 -2.887 0.672
H -2.640 -2.695 2.234
H -0.881 -5.167 1.937
H -0.364 -3.572 2.530
H 0.469 -4.308 1.164
H -2.343 -4.974 -0.457
H -0.640 -4.734 -0.776
H -2.787 -2.647 -1.351
H -2.322 -3.884 -2.515
H -0.311 -3.757 -3.687
H 0.637 -3.860 -2.184
H 0.877 -2.502 -3.277
H -1.979 -1.959 -3.936
H -0.695 -0.800 -3.497
H -2.213 -0.827 -2.580
O -1.120 3.514 -2.469
S -1.498 2.124 -2.863
C -3.288 2.159 -3.241
C -3.479 2.121 -4.758
C -2.204 2.698 -5.368
C -1.082 1.986 -4.627
H -3.593 3.110 -2.802
H -3.785 1.355 -2.699
H -4.374 2.668 -5.057
H -3.603 1.086 -5.090
H -2.143 3.770 -5.169
H -2.147 2.548 -6.447
H -0.087 2.416 -4.740
H -1.045 0.924 -4.883
C 3.520 2.814 -2.861
N 2.901 1.506 -2.962
C 3.486 0.342 -3.399
C 2.592 -0.648 -3.132
N 1.468 -0.120 -2.534
C 1.708 1.177 -2.439
H 4.269 2.920 -3.642
H 3.989 2.932 -1.884
H 2.761 3.583 -2.991
H 4.468 0.324 -3.840
H 2.715 -1.705 -3.310
H 1.072 1.904 -1.956

The HOMO-LUMO gap is 6.94 eV. As for the LUMO energy: 0.3 eV. The total charge is 0.

What max |F| values result from the calculations? In sequence: 3.0; 0.6 eV/A.
What E_tot values result from the calculations? In sequence: -211504.76351; -92913.06959 eV.